Entry 1:
14
Properties=species:S:1:pos:R:3 method="wB97M-V/def2-TZVPD" smiles="NC(=O)C[C@H]1CO1" lumo_energy_ev=0.95 relative_energy_kj_mol=125.7 multiplicity=1 orbital_gap_ev=10.758 energy_ha=-361.83299
N -1.6151 -0.9737 -0.1156
C -1.5259 0.3440 0.2245
O -2.2837 0.8930 1.0042
C -0.4195 1.0861 -0.5080
C 0.9813 0.5654 -0.2751
C 1.4032 -0.3507 0.7818
O 1.2034 -0.8186 -0.5524
H -2.2476 -1.5347 0.4330
H -0.8051 -1.4177 -0.5290
H -0.4759 2.1385 -0.2261
H -0.5974 1.0231 -1.5896
H 1.7579 1.2208 -0.6676
H 0.6868 -0.6984 1.5224
H 2.4475 -0.3396 1.0902

=====

Entry 2:
58
Properties=species:S:1:pos:R:3 method="wB97M-V/def2-TZVPD" smiles="CCOc1cc([NH+]2CCOCC2)c(OCC)cc1NC1=NCCCCC1" lumo_energy_ev=-2.03 relative_energy_kj_mol=0.0 multiplicity=1 charge=+1 orbital_gap_ev=8.577 energy_ha=-1171.04887
C -1.1341 -4.4750 -0.8507
C -0.5205 -4.0338 0.4729
O 0.3633 -2.9334 0.3260
C -0.1251 -1.6802 0.1249
C -1.4533 -1.3098 0.1866
C -1.8104 0.0216 -0.0139
N -3.2015 0.4735 0.0402
C -3.8341 0.3129 1.3713
C -5.2276 0.9480 1.3412
O -6.0202 0.3643 0.3397
C -5.4534 0.5324 -0.9341
C -4.0697 -0.1209 -1.0041
C -0.8554 1.0008 -0.2852
O -1.3568 2.2573 -0.4818
C -0.4538 3.3418 -0.7015
C 0.2298 3.8048 0.5764
C 0.4787 0.6323 -0.3495
C 0.8589 -0.6887 -0.1439
N 2.1622 -1.0991 -0.1864
C 3.3097 -0.3558 -0.3758
N 3.2325 0.8989 -0.5451
C 4.4156 1.7033 -0.7045
C 5.3144 1.7249 0.5370
C 6.2195 0.5013 0.6597
C 5.4603 -0.8092 0.8541
C 4.5779 -1.1725 -0.3471
H -1.7708 -5.3389 -0.6851
H -1.7251 -3.6799 -1.2995
H -0.3481 -4.7501 -1.5487
H -1.2932 -3.8075 1.2168
H 0.1121 -4.8302 0.8720
H -2.2187 -2.0384 0.3948
H -3.1157 1.4869 -0.1537
H -3.2041 0.7851 2.1257
H -3.9174 -0.7537 1.5874
H -5.7443 0.7710 2.2852
H -5.1398 2.0339 1.1802
H -6.1337 0.0540 -1.6396
H -5.3741 1.6020 -1.1837
H -3.6116 0.0353 -1.9812
H -4.1564 -1.1918 -0.8120
H -1.0910 4.1351 -1.1003
H 0.2802 3.0624 -1.4624
H 0.8596 3.0215 0.9893
H 0.8489 4.6684 0.3545
H -0.5101 4.0901 1.3206
H 1.2748 1.3281 -0.5544
H 2.2844 -2.0909 -0.0295
H 4.0568 2.7172 -0.9065
H 5.0016 1.3720 -1.5712
H 5.9418 2.6164 0.4865
H 4.6826 1.8096 1.4242
H 6.8872 0.6461 1.5115
H 6.8421 0.4249 -0.2353
H 6.1866 -1.6102 1.0039
H 4.8423 -0.7479 1.7533
H 4.3373 -2.2368 -0.3169
H 5.1363 -0.9804 -1.2676